Formula: C71H185N21O27
Source: OMol25
Level of theory: the ωB97M-V functional and the def2-TZVPD basis

```
! wB97M-V def2-TZVPD RIJCOSX def2/J DEFGRID3
* xyz 0 1
C -0.667 -2.548 -2.338
O -1.203 -2.882 -3.395
N -1.315 -1.926 -1.258
N 0.679 -2.788 -2.256
H -0.708 -1.378 -0.600
H -2.048 -1.324 -1.611
H 1.178 -3.464 -2.859
H 0.968 -2.775 -1.326
C 1.623 0.118 5.988
O 1.734 1.203 5.388
N 2.119 -1.100 5.684
N 1.001 0.114 7.307
H 2.113 -1.918 6.317
H 2.648 -1.246 4.850
H 0.623 -0.685 7.786
H 0.662 0.998 7.589
C -0.104 -3.504 7.392
O 0.974 -3.181 7.784
N -0.576 -3.290 6.166
N -0.898 -4.436 8.042
H -0.202 -2.475 5.774
H -1.531 -3.618 5.944
H -0.588 -4.796 8.916
H -1.695 -4.720 7.538
C -3.972 1.639 -3.792
O -4.686 1.530 -4.787
N -4.058 2.621 -2.854
N -2.917 0.807 -3.595
H -3.659 2.451 -1.882
H -4.935 3.134 -2.922
H -2.899 -0.084 -4.045
H -2.409 0.863 -2.767
C -1.426 2.281 3.969
O -2.531 2.393 3.440
N -0.959 2.975 5.057
N -0.497 1.390 3.397
H -1.513 3.725 5.428
H -0.011 3.078 5.378
H -1.005 0.612 2.947
H 0.381 1.220 3.889
C -4.341 -8.587 0.754
O -5.428 -7.647 0.685
C -5.786 -7.200 1.955
C -7.003 -6.213 1.768
N -6.642 -5.030 1.004
C -5.900 -3.983 1.693
C -5.902 -2.752 0.766
O -5.478 -3.152 -0.529
C -5.809 -2.215 -1.544
H -3.468 -8.138 1.188
H -4.193 -8.824 -0.315
H -4.570 -9.377 1.460
H -4.953 -6.690 2.466
H -6.078 -8.057 2.548
H -7.415 -6.012 2.748
H -7.805 -6.761 1.327
H -6.129 -5.309 0.135
H -4.832 -4.199 1.939
H -6.423 -3.670 2.659
H -5.333 -1.927 1.158
H -6.921 -2.440 0.731
H -6.877 -2.117 -1.757
H -5.298 -2.492 -2.537
H -5.460 -1.225 -1.313
C 4.291 -3.346 4.452
O 4.017 -2.225 3.655
C 5.288 -1.580 3.245
C 6.045 -0.872 4.381
N 5.735 0.590 4.521
C 6.041 1.309 3.330
C 7.528 1.263 2.822
O 7.689 0.192 1.948
C 8.982 0.174 1.425
H 4.932 -4.010 3.813
H 3.262 -3.747 4.698
H 4.809 -3.015 5.340
H 4.944 -0.826 2.548
H 5.884 -2.274 2.640
H 7.049 -0.899 4.014
H 5.905 -1.420 5.317
H 4.727 0.769 4.663
H 5.659 2.338 3.474
H 5.559 0.890 2.434
H 8.216 1.231 3.684
H 7.725 2.175 2.271
H 9.090 1.075 0.835
H 9.161 -0.697 0.761
H 9.727 0.193 2.191
C -0.681 5.161 1.241
O -1.827 6.008 0.949
C -1.712 6.770 -0.214
C -2.739 7.959 -0.110
N -4.102 7.612 -0.236
C -4.845 6.689 0.666
C -5.199 7.348 1.937
O -6.591 7.562 2.130
C -7.295 6.364 2.311
H -0.148 4.758 0.382
H -0.965 4.358 1.892
H 0.012 5.766 1.815
H -1.968 6.214 -1.118
H -0.723 7.208 -0.232
H -2.540 8.662 -1.005
H -2.571 8.467 0.841
H -4.492 7.620 -1.198
H -4.330 5.758 0.811
H -5.802 6.541 0.103
H -4.763 8.361 2.030
H -4.812 6.761 2.739
H -6.805 5.866 3.166
H -7.094 5.683 1.505
H -8.351 6.561 2.504
C 0.740 2.740 -6.798
O 1.060 1.442 -7.077
C 0.482 0.463 -6.205
C 1.517 -0.130 -5.248
N 2.608 -0.838 -5.932
C 3.848 -0.964 -5.128
C 4.940 -0.508 -6.017
O 6.074 -0.538 -5.166
C 7.192 0.038 -5.837
H -0.220 3.118 -7.139
H 1.495 3.411 -7.304
H 0.928 3.070 -5.801
H 0.165 -0.403 -6.788
H -0.232 0.974 -5.565
H 0.989 -0.667 -4.514
H 1.995 0.752 -4.750
H 2.765 -0.268 -6.783
H 3.945 -2.000 -4.746
H 3.921 -0.398 -4.225
H 4.787 0.490 -6.339
H 5.156 -1.096 -6.915
H 7.019 1.142 -6.114
H 7.295 -0.537 -6.776
H 8.057 -0.171 -5.211
C 2.120 -4.352 -5.031
O 2.210 -4.913 -3.640
C 2.063 -6.304 -3.579
C 2.032 -6.732 -2.104
N 0.883 -6.314 -1.267
C -0.376 -6.944 -1.663
C -1.378 -6.778 -0.500
O -1.915 -5.487 -0.412
C -2.834 -5.199 -1.444
H 3.098 -4.637 -5.572
H 1.982 -3.297 -4.866
H 1.288 -4.748 -5.603
H 2.844 -6.861 -4.151
H 0.962 -6.553 -3.950
H 2.896 -6.349 -1.519
H 2.138 -7.831 -2.007
H 0.863 -5.317 -1.059
H -0.147 -8.047 -1.660
H -0.796 -6.582 -2.606
H -0.898 -6.961 0.446
H -2.161 -7.496 -0.607
H -3.315 -4.298 -1.136
H -3.517 -6.088 -1.534
H -2.437 -4.973 -2.447
C -7.412 5.414 -2.461
O -6.764 4.140 -2.458
C -7.563 3.067 -1.897
C -7.383 2.993 -0.360
N -5.991 2.796 0.034
C -5.439 1.467 -0.172
C -4.078 1.340 0.506
O -3.274 2.193 -0.317
C -1.895 2.186 -0.027
H -8.107 5.588 -3.292
H -6.583 6.055 -2.430
H -7.903 5.470 -1.483
H -7.191 2.160 -2.395
H -8.589 3.248 -2.194
H -8.000 2.214 0.152
H -7.734 3.925 0.149
H -5.528 3.544 -0.438
H -5.325 1.176 -1.240
H -5.982 0.747 0.387
H -3.793 0.268 0.625
H -4.090 1.713 1.516
H -1.457 3.041 -0.503
H -1.369 1.271 -0.409
H -1.716 2.298 1.003
C 0.518 1.680 -2.521
O 0.974 1.513 -1.126
C 1.913 0.493 -1.036
C 1.957 0.018 0.391
N 0.715 -0.586 0.832
C 0.868 -1.187 2.185
C -0.280 -2.053 2.499
O -1.483 -1.287 2.471
C -2.581 -2.221 2.591
H 1.327 2.037 -3.129
H -0.304 2.365 -2.519
H 0.149 0.737 -2.993
H 2.911 0.781 -1.324
H 1.613 -0.315 -1.779
H 2.198 0.795 1.078
H 2.790 -0.701 0.373
H 0.056 0.165 0.846
H 1.092 -0.402 2.874
H 1.787 -1.745 2.096
H -0.218 -2.637 3.454
H -0.269 -2.904 1.762
H -2.613 -2.870 1.698
H -3.464 -1.569 2.526
H -2.477 -2.828 3.504
C 3.739 2.974 -5.015
O 3.988 2.382 -3.763
C 5.167 3.010 -3.208
C 5.388 2.627 -1.782
N 4.278 3.178 -0.990
C 4.387 2.771 0.371
C 3.246 3.308 1.200
O 3.190 2.680 2.415
C 2.783 3.514 3.527
H 4.643 2.864 -5.639
H 3.493 4.063 -4.899
H 2.922 2.501 -5.490
H 4.922 4.077 -3.241
H 5.967 2.880 -3.811
H 6.349 2.961 -1.417
H 5.471 1.527 -1.664
H 3.393 3.003 -1.483
H 5.346 3.193 0.716
H 4.476 1.671 0.392
H 2.307 3.252 0.631
H 3.378 4.356 1.215
H 1.711 3.534 3.565
H 3.181 4.564 3.489
H 3.231 3.005 4.397
C -1.448 8.071 -7.444
O -0.095 8.463 -7.392
C 0.576 8.101 -6.159
C 1.081 6.698 -6.220
N 1.965 6.375 -5.070
C 1.318 5.626 -3.961
C 2.242 5.573 -2.774
O 2.757 6.796 -2.213
C 3.345 6.614 -0.993
H -1.606 7.002 -7.774
H -1.974 8.701 -8.171
H -1.926 8.251 -6.460
H -0.031 8.341 -5.258
H 1.460 8.677 -6.109
H 1.679 6.502 -7.095
H 0.304 5.940 -6.211
H 2.666 7.041 -4.856
H 1.121 4.644 -4.312
H 0.377 6.027 -3.573
H 3.112 4.957 -2.891
H 1.578 5.146 -2.009
H 2.571 6.520 -0.240
H 3.959 7.561 -0.726
H 4.102 5.807 -0.942
C -2.206 -5.696 2.858
O -3.316 -5.472 3.729
C -3.232 -6.166 4.993
C -4.139 -5.432 5.930
N -3.662 -4.086 6.076
C -4.574 -3.089 6.790
C -3.873 -1.790 6.856
O -3.803 -1.359 5.540
C -3.208 -0.119 5.407
H -1.241 -5.251 3.218
H -2.498 -5.248 1.866
H -2.071 -6.764 2.761
H -2.184 -6.131 5.366
H -3.445 -7.227 4.798
H -4.118 -5.885 6.913
H -5.207 -5.468 5.639
H -3.565 -3.741 5.157
H -4.718 -3.466 7.841
H -5.613 -2.953 6.374
H -2.900 -1.922 7.263
H -4.521 -1.088 7.464
H -3.720 0.634 5.990
H -3.188 0.116 4.337
H -2.128 -0.031 5.676
C 1.414 -4.835 2.009
O 1.861 -4.106 0.842
C 3.229 -4.245 0.588
C 3.634 -3.631 -0.775
N 5.005 -3.917 -1.110
C 5.424 -2.950 -2.125
C 5.750 -1.622 -1.472
O 7.157 -1.319 -1.168
C 7.809 -0.950 -2.378
H 0.323 -4.750 1.953
H 1.714 -4.179 2.846
H 1.745 -5.862 2.091
H 3.531 -5.332 0.635
H 3.726 -3.694 1.445
H 3.519 -2.547 -0.651
H 2.864 -4.028 -1.469
H 5.127 -4.882 -1.361
H 4.596 -2.711 -2.856
H 6.314 -3.326 -2.711
H 5.259 -1.520 -0.520
H 5.399 -0.802 -2.116
H 8.844 -0.753 -2.200
H 7.375 -0.003 -2.722
H 7.707 -1.734 -3.095
*
```

Calculated values
E_tot	-163189.1914	eV
highest occupied orbital energy	-0.294	Eh